No. 1
# C6H14N2O

2 unconnected molecules or ions with the total composition C6H14N2O (ωB97M-V with the def2-TZVPD basis set, the OMol25 dataset).

Atoms and positions in Å:
C 0.45109 1.21086 -2.11200
C 1.02278 -1.28817 -0.73297
N -0.75276 0.85069 -2.34108
H -0.96448 0.57693 -3.29395
H -1.28798 0.07990 -1.31850
H 0.70954 1.55899 -1.11942
H 1.21800 1.27452 -2.87821
H 0.56670 -2.08610 -1.31637
H 1.70304 -1.69987 0.01153
H 1.66982 -0.69051 -1.37299
C -1.19575 1.24698 1.62066
C -0.40338 -0.79915 0.34496
C -0.01973 0.41977 1.18564
N -0.61534 -1.90380 1.22251
C 1.22486 0.72053 1.53427
O -1.48347 -0.63159 -0.43233
H 0.22386 -2.20831 1.69621
H -1.06788 -2.67125 0.74137
H -1.67954 1.70447 0.75654
H -1.93497 0.60509 2.10050
H -0.89152 2.03010 2.31282
H 1.43330 1.55742 2.18649
H 2.07380 0.14249 1.20433

For the energy above the lowest of the compared OMol25 structures with the same formula, charge and spin, the calculation gives 356.1 kJ/mol. As for the net charge: 0. The value obtained for the molar mass is 130.19 g mol⁻¹. The calculation puts the LUMO energy at 0.474 eV. The calculation puts the orbital gap at 8.7 eV. The calculation puts the largest force on an atom at 0.06763 hartree/bohr.

---

No. 2
# C6H14N2O

2 unconnected molecules or ions with the total composition C6H14N2O (ωB97M-V with the def2-TZVPD basis set, the OMol25 dataset).

Atoms and positions in Å:
C 1.99102 -0.69729 0.10809
C 1.82232 0.84408 0.48317
N 2.07332 -0.98049 -1.29572
H 1.23310 -0.64723 -1.77340
H 2.88168 -0.52465 -1.70779
H 2.89209 -1.07517 0.59949
H 1.13526 -1.23294 0.52973
H 2.75565 1.35036 0.27859
H 1.08425 1.41562 -0.08058
H 1.61058 0.91172 1.54383
C -1.67896 1.74212 -0.59770
C -1.17434 0.33241 -0.74222
C -1.43738 -0.62124 0.37625
N -1.28333 -1.94252 0.00740
C -1.81218 -0.23272 1.60402
O -0.70637 -0.07126 -1.79774
H -0.79487 -2.06721 -0.86495
H -1.15268 -2.61094 0.74320
H -1.47825 2.32322 -1.48489
H -1.20962 2.20381 0.25354
H -2.76476 1.73877 -0.41497
H -1.95552 -0.95957 2.38558
H -2.03100 0.80111 1.84704

For the energy above the lowest of the compared OMol25 structures with the same formula, charge and spin, the calculation gives 154.0 kJ/mol. As for the net charge: 0. The value obtained for the molar mass is 130.19 g mol⁻¹. The calculation puts the LUMO energy at 0.288 eV. The calculation puts the orbital gap at 9.0 eV. The calculation puts the largest force on an atom at 0.03423 hartree/bohr.

---

No. 3
# C6H14N2O

A molecular structure, C6H14N2O (ωB97M-V with the def2-TZVPD basis set, the OMol25 dataset).

Atoms and positions in Å:
C -1.47118 -0.98097 -1.19764
C -1.96505 0.50990 0.80221
C -0.17165 1.13128 -0.90071
C -0.95523 0.09418 -0.24839
N -0.20684 2.41408 -0.44517
O 0.84158 0.76533 -1.57490
H 1.48079 -0.21656 -0.80942
H 0.43187 3.06888 -0.86582
H -1.01871 2.77774 0.02133
H -1.68638 -1.90266 -0.65505
H -2.39691 -0.65359 -1.67739
H -2.80787 1.05399 0.36350
H -1.51795 1.13910 1.57306
H -2.38236 -0.37512 1.28411
H -0.74032 -1.19851 -1.97415
C 2.33968 -0.42305 1.42099
C 1.67760 -1.04808 0.22653
N 1.66866 -2.31180 0.08890
H 1.23725 -2.60005 -0.79020
H 0.12978 -0.49796 0.19946
H 1.62883 -0.32939 2.24484
H 3.20730 -0.99997 1.75026
H 2.67710 0.58321 1.16366

For the energy above the lowest of the compared OMol25 structures with the same formula, charge and spin, the calculation gives 294.3 kJ/mol. As for the net charge: 0. The value obtained for the molar mass is 130.19 g mol⁻¹. The calculation puts the LUMO energy at 0.631 eV. The calculation puts the orbital gap at 8.7 eV. The calculation puts the largest force on an atom at 0.06351 hartree/bohr.

---

No. 4
# C6H14N2O

C6H14N2O in the gas phase (ωB97M-V with the def2-TZVPD basis set, the OMol25 dataset).

Atoms and positions in Å:
C 0.45239 -0.20375 0.57879
C -0.44895 0.33047 -0.56183
C -0.30585 -0.27076 1.90769
C -1.45198 -0.73096 -1.02385
C 0.50762 -0.99829 2.97069
C 0.35927 0.76140 -1.76694
N -0.33110 1.52030 -2.66695
O 1.57303 0.61978 0.78431
N 1.55832 0.37703 -1.90750
H 2.06505 0.60964 -0.05341
H 0.78605 -1.21512 0.29655
H -0.99070 1.20783 -0.18874
H -1.22037 1.92050 -2.42654
H 0.15498 1.91904 -3.45282
H 2.01056 0.69413 -2.76146
H -0.49613 0.75261 2.23581
H -1.26211 -0.77519 1.76749
H -2.10546 -1.02833 -0.20870
H -2.06888 -0.35199 -1.83575
H -0.91850 -1.60924 -1.37966
H -0.01156 -0.98181 3.92619
H 1.47253 -0.51313 3.08493
H 0.67179 -2.03416 2.68172

For the energy above the lowest of the compared OMol25 structures with the same formula, charge and spin, the calculation gives 53.7 kJ/mol. As for the net charge: 0. The value obtained for the molar mass is 130.19 g mol⁻¹. The calculation puts the LUMO energy at 0.824 eV. The calculation puts the orbital gap at 10.4 eV. The calculation puts the largest force on an atom at 0.01718 hartree/bohr.

---

No. 5
# C6H14N2O

C6H14N2O in the gas phase (ωB97M-V with the def2-TZVPD basis set, the OMol25 dataset).

Atoms and positions in Å:
C -0.33259 0.95876 0.73304
C -0.76441 -0.45268 0.18873
C 0.47422 0.23675 -0.33741
C -3.18985 -0.06847 0.35115
C 2.72535 0.54846 0.64529
C -2.01542 -0.48208 -0.51162
N 2.56148 -1.47523 -0.39302
N 1.89622 -0.55457 0.49437
O 0.50899 0.92516 -1.53646
H -0.74466 1.82349 0.22891
H 0.05314 1.05122 1.72506
H -0.76607 -1.22969 0.95287
H -3.62067 -0.87693 0.87321
H -3.94966 0.26438 -0.33140
H -2.76385 0.79485 0.93620
H 2.53583 0.98767 1.59338
H 3.75596 0.20486 0.75904
H 2.57616 1.33764 -0.15585
H -1.92175 0.20296 -1.34068
H -2.16492 -1.46406 -0.82013
H 1.89746 -2.08323 -0.84404
H 3.24541 -1.02085 -0.95303
H 0.00363 0.37160 -2.25760

For the energy above the lowest of the compared OMol25 structures with the same formula, charge and spin, the calculation gives 534.7 kJ/mol. As for the net charge: 0. The value obtained for the molar mass is 130.19 g mol⁻¹. The calculation puts the LUMO energy at 0.631 eV. The calculation puts the orbital gap at 8.4 eV. The calculation puts the largest force on an atom at 0.10193 hartree/bohr.

---

No. 6
# C6H14N2O2

2 unconnected molecules or ions with the total composition C6H14N2O2 (ωB97M-V with the def2-TZVPD basis set, the OMol25 dataset).

Atoms and positions in Å:
C 1.04865 -1.07954 1.19947
C 0.88016 -1.84564 -2.59960
C 1.02688 -1.90360 -0.01733
O 0.80632 -3.05881 -0.12365
N 1.18225 -1.16796 -1.25397
H 1.54839 -0.16246 1.36276
H 0.70099 -0.33148 -1.13761
H 0.40126 -2.79606 -2.40701
H -0.02505 -0.81589 1.45929
H 1.40462 -1.78006 1.97117
H 0.37438 -1.07457 -3.35790
H 1.75909 -1.95801 -3.12456
C -0.55407 2.37442 -1.04900
C -1.19609 0.57953 2.48960
C -1.52504 1.17035 0.97080
O -2.62095 1.00320 0.52328
N -0.51217 1.79058 0.32139
H 0.18978 2.27521 0.87802
H 0.54681 2.64343 -1.50139
H -1.79409 1.14330 3.17482
H -0.86303 1.56149 -1.76262
H -1.07173 3.11386 -1.37432
H -1.55962 -0.40071 2.58117
H -0.14773 0.71941 2.77718

For the energy above the lowest of the compared OMol25 structures with the same formula, charge and spin, the calculation gives 309.6 kJ/mol. As for the net charge: 0. The value obtained for the molar mass is 146.19 g mol⁻¹. The calculation puts the LUMO energy at 0.554 eV. The calculation puts the orbital gap at 10.0 eV. The calculation puts the largest force on an atom at 0.16570 hartree/bohr.